Computed, not measured: a cluster of 2 separate species, C2H3BrClNO in total, with ωB97M-V/def2-TZVPD.

Last column: Löwdin charge in e.
Element x y z (Å)
C -0.18602 -0.21511 -1.32509  -0.45
C -1.48383 1.42285 -0.76741  -1.08
N 0.68034 -0.26676 -0.35056  0.14
O -0.47926 -0.78679 -2.30995  0.10
Cl -2.31301 1.88590 -2.22727  0.52
Br -0.32129 2.77409 -0.05102  0.60
H -2.17118 1.09059 0.00163  0.00
H 0.70309 0.46853 0.34429  0.04
H 1.45002 -0.92465 -0.36224  0.13

Properties
* spin multiplicity: 1
* LUMO energy: 0.5 eV
* gap between HOMO and LUMO: 9.30 eV
* energy above the lowest of the compared OMol25 structures with the same formula, charge and spin: 1.2730 eV
* total energy: -3242.16534 hartree

---

Computed, not measured: a cluster of 2 separate species, C10H13N3O in total, with ωB97M-V/def2-TZVPD.

Last column: Löwdin charge in e.
Element x y z (Å)
C -0.29703 0.35606 -3.36283  -0.14
C 2.82073 1.24308 -2.35822  -0.02
C 2.54015 2.11908 -1.42508  -0.10
C -1.06168 -0.99347 0.42523  -0.17
C 1.71815 0.17293 -0.49823  -0.04
C 1.84628 0.08791 -2.07166  -0.16
C 1.43303 1.71237 -0.58424  -0.28
C 0.54726 0.78266 -2.34492  -0.33
C -3.00529 -1.77064 2.90909  -0.05
C -1.45352 -1.69340 2.70037  -0.26
N -0.96648 -0.12104 -4.16074  0.18
N -1.59291 0.18194 0.80305  0.11
N 0.31712 1.71566 -1.53050  0.16
O -1.09407 -1.88189 1.38775  -0.11
H 3.36122 1.09411 -3.23024  0.09
H 3.19750 3.07677 -1.38037  0.15
H 0.91796 -0.38507 -0.12923  0.03
H 2.69552 0.10916 -0.02702  0.12
H 2.09428 -0.86580 -2.46902  0.14
H 1.29510 2.33216 0.24609  0.12
H -3.22388 -2.31317 3.77462  0.05
H -3.50926 -0.87173 2.87154  0.04
H -3.38561 -2.23384 1.99156  0.09
H -1.02453 -2.47084 3.35515  0.13
H -1.12035 -0.68765 3.08878  0.12
H -1.63821 0.35307 1.80831  0.08
H -1.41151 0.95158 0.21075  0.06

Properties
* spin multiplicity: 1
* LUMO energy: 0.1 eV
* gap between HOMO and LUMO: 8.82 eV
* energy above the lowest of the compared OMol25 structures with the same formula, charge and spin: 3.4460 eV
* total energy: -628.16796 hartree

---

Computed, not measured: a structure of composition C22H14Br2N5O2PrSe4Te, with ωB97M-V/def2-TZVPD.

Last column: Mulliken spin population.
Element x y z (Å)
Pr -7.19224 -16.96448 -4.22620  2.05
O -9.42235 -17.54395 -0.24220  0.00
C -8.47468 -17.25072 -0.92186  0.00
N -8.42967 -16.29766 -1.99300  0.00
C -8.37313 -15.07577 -1.46803  0.00
O -8.46147 -14.71706 -0.28642  0.00
C -8.24227 -14.01089 -2.55714  0.00
C -8.14912 -12.67224 -2.18352  0.00
C -8.02335 -11.66954 -3.15549  0.00
C -8.01435 -12.05430 -4.49049  0.00
C -8.11260 -13.41449 -4.76764  0.00
N -8.20408 -14.39098 -3.84899  0.00
C -7.04856 -17.68140 -0.65023  0.00
C -6.78404 -18.16909 0.63641  0.00
C -5.47051 -18.46580 0.93942  0.00
C -4.47920 -18.23100 -0.00534  0.00
C -4.87002 -17.77718 -1.27400  0.00
N -6.12968 -17.51776 -1.61323  0.00
H -8.22973 -12.39904 -1.12524  0.00
H -7.86919 -10.62659 -2.91040  0.00
H -7.85506 -11.34686 -5.33469  0.00
H -8.17195 -13.80557 -5.82761  0.00
H -7.58889 -18.25194 1.31466  0.00
H -5.12360 -18.89705 1.95721  0.00
H -3.49910 -18.46359 0.15212  0.00
H -4.09026 -17.69910 -2.03360  0.00
Se -8.25715 -19.94763 -3.86557  0.00
Se -6.21448 -20.82784 -3.13393  0.00
Te -4.64515 -20.02081 -4.96201  0.00
Se -3.94870 -17.65197 -4.59718  0.00
Br -2.63627 -13.16635 -8.64774  0.00
C -3.90639 -13.89932 -7.41370  0.00
C -5.05736 -14.40297 -7.90338  0.00
C -5.88267 -14.99251 -6.91371  0.00
N -5.54181 -15.12516 -5.62991  0.00
C -4.38942 -14.57404 -5.22541  0.00
C -3.50312 -13.96421 -6.09196  0.00
C -4.10190 -14.61408 -3.78750  0.00
C -2.81281 -14.49784 -3.31788  0.00
C -2.58149 -14.40878 -1.97814  0.00
Br -0.82951 -14.07181 -1.40302  0.00
C -3.67034 -14.51989 -1.07371  0.00
C -4.92208 -14.77130 -1.63630  0.00
N -5.13908 -14.75961 -2.98752  0.00
H -5.45716 -14.30553 -8.89261  0.00
H -6.89238 -15.43325 -7.13067  0.00
H -2.57226 -13.55975 -5.84556  0.00
H -1.94563 -14.56889 -3.96036  0.00
H -3.52612 -14.30393 -0.04114  0.00
H -5.80508 -14.77946 -0.91553  0.00
Se -8.81464 -16.75574 -6.35866  -0.04

Properties
* spin multiplicity: 3
* LUMO energy (spin up / spin down): 3.4 / 3.4 eV
* net charge: -2
* gap between HOMO and LUMO (spin up / spin down): 4.37 / 4.39 eV
* energy above the lowest of the compared OMol25 structures with the same formula, charge and spin: 0.0000 eV
* total energy: -16810.05701 hartree

---

Computed, not measured: a structure of composition C5H12OS2, with ωB97M-V/def2-TZVPD.

Last column: Löwdin charge in e.
Element x y z (Å)
C -2.46056 -0.94704 0.18458  -0.44
C -0.27642 0.63971 -0.39802  -0.90
C -1.03470 1.12941 -1.53227  -0.16
C 1.24922 0.58863 -0.73185  -0.60
C -0.52667 1.44874 0.77917  -0.33
H -2.36195 -0.57094 1.30097  0.07
H -3.07825 -0.25807 -0.44056  0.05
H -2.77547 -1.96008 0.20001  0.00
H -1.46914 -0.09586 -2.22936  0.18
H -1.94248 2.07025 -0.87328  0.17
H -0.21714 2.02916 -2.22612  0.16
H 1.68366 1.61115 -0.26245  0.09
H 1.47199 0.65313 -1.95879  0.13
H 2.31250 0.08634 1.35339  -0.03
H -1.59507 1.71041 1.07790  0.13
H 0.12581 2.32758 0.91601  0.13
H -0.55328 0.98566 2.49887  0.10
O -0.15288 0.49197 1.76282  -0.17
S -0.75310 -1.24663 -0.20801  0.83
S 2.49789 -0.60844 0.00371  0.58

Properties
* spin multiplicity: 1
* LUMO energy: 0.4 eV
* gap between HOMO and LUMO: 8.72 eV
* energy above the lowest of the compared OMol25 structures with the same formula, charge and spin: 7.0349 eV
* total energy: -1069.06166 hartree

---

Computed, not measured: the molecule C4H6Si2, with ωB97M-V/def2-TZVPD.

Last column: Löwdin charge in e.
Element x y z (Å)
C 2.26110 1.52628 -0.09444  0.02
C -1.83379 -1.02614 -0.18383  -0.30
C 1.83984 0.40857 0.11834  -0.27
C -0.69802 -0.64375 0.36287  -0.53
Si 1.01995 -1.28349 0.15555  0.59
Si -1.91870 0.80635 0.15037  0.64
H 2.59566 2.51645 -0.20677  0.01
H -2.22962 -1.93211 -0.74274  0.07
H 1.36074 -1.67631 -1.21337  -0.03
H 1.14714 -2.10698 1.26453  -0.07
H -1.24487 1.85447 -0.90834  -0.03
H -2.29944 1.55667 1.29782  -0.10

Properties
* SMILES string: C#C[SiH2]C1=C[SiH2]1
* spin multiplicity: 1
* LUMO energy: 0.6 eV
* gap between HOMO and LUMO: 9.43 eV
* energy above the lowest of the compared OMol25 structures with the same formula, charge and spin: 0.7230 eV
* total energy: -734.81241 hartree

---

Computed, not measured: a cluster of 13 separate species, C4H34N2O13 in total, with ωB97M-V/def2-TZVPD.

Last column: Mulliken spin population.
Element x y z (Å)
C 0.88988 2.24956 -0.48029  0.08
N 0.11362 1.03446 -0.79968  -0.04
C -2.10248 2.08673 -0.25742  -0.01
C -1.19777 0.83579 -0.20124  -0.13
C -1.02671 0.47030 1.27322  0.76
N 0.17849 0.07100 1.78711  -0.26
O -2.05517 0.38994 1.93786  -0.24
H 1.01228 2.84665 -1.39264  0.00
H 0.40529 2.86272 0.27542  0.00
H 1.89560 1.89513 -0.26565  -0.06
H 0.16776 0.86609 -1.79246  0.02
H -3.17565 1.78267 -0.21526  0.00
H -1.94680 2.79267 -1.05536  0.00
H -2.10918 2.53251 0.74310  0.01
H -1.71879 0.02308 -0.70546  -0.01
H 0.02853 0.03732 2.79138  0.15
H 1.01878 0.23603 1.26350  -0.02
H 1.99548 -2.17349 -1.19743  0.02
H 1.34349 -0.81412 -1.21887  0.00
O 1.36959 -1.64442 -1.71887  0.19
H -0.00285 0.32204 -4.14589  0.00
H -0.61631 0.92886 -5.47215  0.00
O -0.31026 1.13504 -4.59151  0.00
H -0.39927 -2.05851 -3.23849  0.00
H 0.88944 -1.69690 -3.87879  0.00
O -0.01662 -1.39056 -3.82392  0.03
H 2.73152 -1.43788 1.31137  0.18
H 2.56413 -2.97911 1.26213  -0.01
O 2.28356 -2.15584 0.83575  -0.11
H -2.07043 0.90557 -3.43174  0.00
H -3.52219 0.96849 -2.85136  0.00
O -2.82642 1.48205 -3.26982  0.00
H -0.01824 -3.67039 1.43481  0.01
H 0.37753 -2.39024 0.60288  0.04
O -0.18119 -3.17922 0.62298  0.02
H -0.91179 -4.22661 -2.10413  0.00
H -1.20943 -3.36307 -0.88477  0.01
O -1.55496 -3.60120 -1.77120  0.00
H -0.82428 1.70541 4.28684  0.06
H -1.44741 0.33360 4.59255  0.01
O -0.60406 0.79294 4.51868  -0.11
H -1.11076 4.74337 -3.09738  0.00
H -0.56277 3.71895 -4.04434  0.00
O -0.61085 4.67835 -3.91770  0.00
H 0.21253 -3.36244 4.36287  0.01
H 1.08708 -2.44676 3.41275  0.14
O 0.83532 -3.35750 3.62436  -0.10
H 3.17760 2.33353 2.14760  -0.03
H 3.12285 0.96414 2.76743  0.05
O 3.25371 1.40634 1.90935  0.20
H 2.41744 -0.12542 5.32102  -0.06
H 1.17562 -0.33757 4.51873  0.21
O 2.11309 -0.08949 4.39797  -0.03

Properties
* spin multiplicity: 2
* LUMO energy (spin up / spin down): 2.5 / 2.4 eV
* net charge: -1
* gap between HOMO and LUMO (spin up / spin down): 2.55 / 8.82 eV
* energy above the lowest of the compared OMol25 structures with the same formula, charge and spin: 0.0000 eV
* total energy: -1260.43982 hartree

---

Computed, not measured: a cluster of 2 separate species, C19H19F3NO7S3 in total, with ωB97M-V/def2-TZVPD.

Last column: Löwdin charge in e.
Element x y z (Å)
C 0.67085 5.06433 -4.58962  -0.08
C 1.10049 3.61400 -4.59850  -0.21
O 0.42604 3.00210 -3.47035  -0.02
C 0.81999 1.73649 -3.23171  -0.52
C -0.22666 1.06532 -2.29608  -0.45
C -0.99151 0.23627 -3.33175  -0.47
C -2.12260 1.00159 -3.95631  0.00
O -0.72230 -0.91340 -3.60364  0.11
O 1.81347 1.24258 -3.71371  0.12
H 1.19610 5.58324 -5.38901  0.07
H -0.39956 5.17987 -4.78885  0.08
H 0.92260 5.56764 -3.65134  0.08
H 0.77296 3.08532 -5.50686  0.13
H 2.18963 3.51228 -4.41141  0.13
H -0.89195 1.75874 -1.77990  0.11
H -2.14562 2.06922 -3.65355  0.09
H -2.00008 0.93974 -5.04849  0.10
H -3.06674 0.51614 -3.65909  0.09
F -0.29337 2.42675 0.27238  0.05
C 0.30869 1.20937 0.52957  -0.72
F 1.48595 1.39450 1.18209  0.07
F -0.52566 0.50376 1.33894  0.08
S 0.75016 0.32644 -1.06421  1.14
N 1.01560 -1.69358 1.12220  -0.35
S 2.50913 -1.91159 1.71524  0.54
C 2.26776 -1.78631 3.48576  -0.26
C 3.11645 -0.96340 4.25112  -0.05
C 2.95096 -0.93894 5.64269  -0.10
C 1.95318 -1.70741 6.25245  -0.11
C 1.11153 -2.51246 5.47170  -0.09
C 1.27657 -2.56050 4.08244  -0.06
O 3.01132 -3.24540 1.51553  -0.31
O 3.32450 -0.75636 1.44465  -0.34
S 0.05806 -2.85671 0.57938  0.55
C -1.55397 -2.05169 0.48317  -0.26
C -2.43599 -2.18698 1.55256  -0.06
C -3.60483 -1.42403 1.57176  -0.09
C -3.87719 -0.51402 0.53580  -0.09
C -3.03433 -0.46408 -0.59003  -0.08
C -1.92668 -1.32432 -0.65839  -0.09
O 0.33194 -3.18649 -0.79584  -0.32
O -0.15196 -3.89292 1.57353  -0.36
H 3.89384 -0.39695 3.75439  0.10
H 3.62324 -0.32655 6.23790  0.09
H 1.83314 -1.67153 7.34674  0.09
H 0.34474 -3.12572 5.94633  0.10
H 0.65634 -3.21691 3.46495  0.09
H -2.16131 -2.89336 2.34273  0.11
H -4.26402 -1.51752 2.43782  0.10
H -4.73346 0.16236 0.62693  0.09
H -3.24657 0.25954 -1.38796  0.09
H -1.35885 -1.41846 -1.58416  0.07

Properties
* spin multiplicity: 1
* LUMO energy: 2.3 eV
* net charge: -1
* gap between HOMO and LUMO: 7.89 eV
* energy above the lowest of the compared OMol25 structures with the same formula, charge and spin: 0.0000 eV
* total energy: -2811.04353 hartree

---

Computed, not measured: a cluster of 8 separate species, C30H70N2O12S4 in total, with ωB97M-V/def2-TZVPD.

Last column: Löwdin charge in e.
Element x y z (Å)
C -9.80839 18.44941 -6.15630  -0.03
C -8.73610 19.05901 -5.31229  -0.50
C -8.83913 18.67880 -3.91188  -0.08
O -7.41231 18.65330 -5.76175  -0.07
H -9.71521 17.36534 -6.09143  0.08
H -9.73205 18.85692 -7.16437  0.09
H -10.75915 18.84124 -5.79489  0.09
H -8.82648 20.14267 -5.23731  0.13
H -8.76881 17.59481 -3.82176  0.08
H -9.83543 18.84420 -3.50183  0.08
H -8.08358 19.17470 -3.30252  0.08
H -6.77570 19.18244 -5.27561  0.06
C -10.93314 22.92158 -5.73106  -0.04
C -10.98888 23.95786 -4.54443  -0.47
C -11.95692 25.12131 -4.83934  -0.05
O -11.35666 23.14602 -3.45563  -0.08
H -11.68559 22.13546 -5.66829  0.08
H -9.94630 22.48668 -5.88949  0.06
H -11.21275 23.45038 -6.64226  0.06
H -10.05189 24.38704 -4.18952  0.11
H -12.10163 25.78735 -3.98872  0.08
H -12.91441 24.60054 -4.82881  0.07
H -11.78118 25.51732 -5.83953  0.08
H -10.57629 22.71733 -3.09666  0.02
C -4.15189 16.37090 -6.67353  -0.05
C -4.02869 17.52223 -7.70681  -0.39
C -4.14108 17.15147 -9.24331  -0.21
O -3.28526 16.08804 -9.63518  -0.17
C -3.84123 15.45789 -10.77057  -0.11
N -5.01333 18.53944 -7.28161  0.04
H -3.24179 15.77182 -6.70373  0.08
H -5.01728 15.74333 -6.88651  0.06
H -4.37182 16.70925 -5.66098  0.07
H -3.00381 17.89113 -7.66633  0.12
H -3.94182 18.03823 -9.84502  0.12
H -5.19946 17.02203 -9.46953  0.11
H -4.19223 16.23119 -11.45388  0.08
H -4.77892 14.94000 -10.56903  0.08
H -3.13241 14.73064 -11.16653  0.09
H -5.84839 18.08000 -6.94742  0.04
H -5.17590 19.02668 -8.15124  0.07
C -9.64811 14.92983 -1.88097  -0.08
C -9.08203 15.55543 -0.66377  -0.40
C -7.58633 15.06845 -0.40270  -0.19
O -6.77431 15.27770 -1.52788  -0.21
C -5.48377 14.77122 -1.37096  -0.12
N -9.06114 17.01456 -0.88291  0.05
H -10.65026 15.32268 -2.05262  0.05
H -9.87147 13.86508 -1.81371  0.08
H -9.02498 15.17706 -2.74044  0.08
H -9.63822 15.28423 0.23356  0.13
H -7.61083 13.97882 -0.38837  0.12
H -7.22442 15.56700 0.49651  0.12
H -5.34861 13.72173 -1.63253  0.09
H -5.05421 14.99185 -0.39377  0.09
H -4.87285 15.39820 -2.02040  0.08
H -9.98071 17.33851 -1.14663  0.00
H -8.33643 17.16963 -1.56909  0.05
C -10.09245 14.43269 -8.98920  -0.20
C -9.26879 14.28485 -7.66856  -0.23
C -8.09108 13.40819 -7.94190  -0.24
S -8.36246 12.40461 -9.44186  0.70
O -8.38759 11.00139 -9.05430  -0.35
O -7.47219 12.85530 -10.48609  -0.34
C -10.15423 13.06965 -9.72255  -0.16
H -9.56424 15.16491 -9.59990  0.11
H -11.09953 14.78539 -8.76671  0.11
H -9.99992 14.01013 -6.90825  0.11
H -8.84985 15.19650 -7.24256  0.10
H -8.04521 12.71193 -7.10452  0.10
H -7.16785 13.98722 -7.92019  0.10
H -10.73090 12.25714 -9.28054  0.09
H -10.14953 13.04393 -10.81224  0.09
C -3.29529 20.79270 -3.67800  -0.16
C -3.68350 20.64810 -5.21047  -0.21
C -3.29980 21.97105 -5.86652  -0.21
S -1.63219 22.40926 -5.15531  0.72
O -1.46289 23.88067 -5.17269  -0.35
O -0.59768 21.53261 -5.72185  -0.34
C -2.01906 21.70982 -3.57195  -0.23
H -3.06448 19.80645 -3.27532  0.11
H -4.19199 21.14829 -3.17047  0.06
H -4.73088 20.35481 -5.28173  0.08
H -3.13125 19.82835 -5.66996  0.10
H -3.89310 22.86168 -5.65943  0.09
H -3.32143 21.94464 -6.95598  0.10
H -2.12664 22.59584 -2.94626  0.09
H -1.09088 21.37906 -3.10592  0.10
C -6.11943 21.65448 -1.16319  -0.23
C -6.51909 22.32913 0.21102  -0.17
C -7.48400 23.48367 -0.08381  -0.21
S -8.09564 23.20648 -1.81555  0.75
O -8.30728 24.48945 -2.45044  -0.34
O -9.23170 22.23630 -1.90301  -0.34
C -6.44118 22.51940 -2.37032  -0.21
H -6.45232 20.62946 -1.32634  0.11
H -5.04803 21.45559 -1.18842  0.09
H -5.62490 22.77775 0.64376  0.11
H -7.13878 21.63724 0.78143  0.12
H -6.96885 24.43615 -0.20835  0.10
H -8.24950 23.68011 0.66688  0.11
H -5.79347 23.37908 -2.54214  0.11
H -6.51629 22.01340 -3.33283  0.10
C -14.16925 15.95720 -1.54395  -0.20
C -14.05234 16.88420 -0.31154  -0.24
C -13.93230 18.33174 -0.68633  -0.20
S -12.83635 18.28143 -2.23284  0.80
O -11.44427 18.04902 -1.76241  -0.39
O -13.20672 19.36956 -3.18106  -0.35
C -13.36139 16.48596 -2.77549  -0.16
H -15.16348 15.81034 -1.96588  0.11
H -13.84449 14.93182 -1.36723  0.11
H -13.10325 16.75522 0.20873  0.11
H -14.84106 16.62513 0.39479  0.12
H -13.42008 19.06839 -0.06740  0.11
H -14.90504 18.66925 -1.04403  0.10
H -12.44568 15.96131 -3.04812  0.07
H -13.99438 16.56991 -3.65888  0.09

Properties
* SMILES string: O=S1(=O)CCCC1.O=S1(=O)CCCC1.O=S1(=O)CCCC1.O=S1(=O)CCCC1.COC[C@H](C)N.COC[C@H](C)N.CC(C)O.CC(C)O
* spin multiplicity: 1
* LUMO energy: 0.1 eV
* gap between HOMO and LUMO: 8.87 eV
* total energy: -3789.93640 hartree